1.
Entry from OMol25: a structure of composition C42H32F2N4PS3V (the ωB97M-V functional and the def2-TZVPD basis).

The calculation puts the total energy at -122955.31502 eV. Its orbital gap (alpha / beta) is 4.972 / 5.077 eV. The value obtained for the LUMO energy (alpha / beta) is 4.133 / 4.133 eV. Its energy above the lowest of the compared OMol25 structures with the same formula, charge and spin is 0.000 eV. The spin multiplicity is 3. As for the total charge: -2.

Positions of all 85 atoms, in Å:
V (-1.275, -1.342, -0.094)
C (0.699, -5.323, -0.464)
C (-0.368, -6.206, -0.284)
C (-1.641, -5.695, -0.128)
C (-1.850, -4.309, -0.162)
C (-0.801, -3.395, -0.328)
C (0.477, -3.958, -0.476)
C (-3.197, -3.728, -0.011)
C (-4.378, -4.511, 0.132)
C (-5.591, -3.916, 0.257)
C (-5.679, -2.503, 0.238)
C (-6.899, -1.797, 0.358)
C (-6.917, -0.432, 0.339)
C (-5.707, 0.286, 0.199)
C (-4.516, -0.370, 0.078)
C (-4.477, -1.786, 0.092)
N (-3.268, -2.409, -0.024)
H (1.706, -5.713, -0.576)
H (-0.201, -7.276, -0.259)
H (-2.465, -6.386, 0.014)
H (1.332, -3.294, -0.581)
H (-4.300, -5.588, 0.141)
H (-6.494, -4.505, 0.370)
H (-7.818, -2.363, 0.471)
H (-7.854, 0.103, 0.436)
H (-5.720, 1.369, 0.196)
H (-3.587, 0.181, -0.016)
F (-4.276, -1.486, -4.806)
C (-3.081, -1.205, -4.210)
C (-2.956, -1.323, -2.847)
C (-1.744, -1.039, -2.198)
C (-0.659, -0.642, -3.017)
C (-0.847, -0.541, -4.393)
F (0.160, -0.156, -5.236)
C (-2.042, -0.812, -5.025)
C (0.628, -0.354, -2.332)
C (1.793, 0.046, -2.990)
C (2.933, 0.330, -2.258)
C (2.887, 0.236, -0.884)
C (1.697, -0.157, -0.293)
N (0.602, -0.474, -0.987)
H (-3.832, -1.645, -2.299)
H (-2.142, -0.721, -6.096)
H (1.804, 0.134, -4.061)
H (3.842, 0.641, -2.760)
H (3.741, 0.480, -0.268)
H (1.589, -0.216, 0.780)
S (2.066, 5.069, 2.058)
P (2.505, 3.125, 1.527)
S (0.056, -1.392, 1.965)
C (4.086, 3.287, 0.547)
C (4.024, 4.090, -0.598)
C (5.096, 4.200, -1.467)
C (6.280, 3.513, -1.213)
C (6.366, 2.725, -0.076)
C (5.282, 2.615, 0.791)
C (3.203, 2.279, 3.019)
C (3.446, 0.905, 2.971)
C (3.904, 0.215, 4.082)
C (4.111, 0.890, 5.279)
C (3.850, 2.252, 5.348)
C (3.395, 2.938, 4.229)
H (3.113, 4.646, -0.789)
H (5.013, 4.829, -2.347)
H (7.121, 3.597, -1.891)
H (7.283, 2.191, 0.146)
H (5.379, 1.993, 1.673)
H (3.247, 0.357, 2.058)
H (4.064, -0.855, 4.022)
H (4.449, 0.351, 6.157)
H (3.989, 2.781, 6.285)
H (3.176, 4.000, 4.269)
C (0.167, 2.907, -0.987)
C (-0.775, 2.686, 0.145)
N (-1.146, 1.542, 0.682)
C (-1.971, 1.885, 1.737)
C (-2.061, 3.235, 1.852)
N (-1.290, 3.737, 0.828)
H (0.442, 1.959, -1.433)
H (1.075, 3.390, -0.621)
H (-0.284, 3.534, -1.761)
H (-2.385, 1.115, 2.366)
H (-2.548, 3.868, 2.572)
H (-1.053, 4.700, 0.668)
S (-1.984, -1.387, 2.170)


2.
Entry from OMol25: a structure of composition C42H32N2NiO2P2 (the ωB97M-V functional and the def2-TZVPD basis).

The calculation puts the total energy at -110763.69161 eV. Its orbital gap (alpha / beta) is 4.367 / 7.012 eV. The value obtained for the LUMO energy (alpha / beta) is -0.236 / -0.212 eV. The spin multiplicity is 3.

Positions of all 81 atoms, in Å:
Ni (-0.046, 0.052, 0.019)
O (-1.523, -2.491, 1.151)
C (-1.315, -1.482, 2.085)
C (-0.852, -1.774, 3.366)
C (-0.766, -0.776, 4.329)
C (-1.161, 0.521, 4.026)
C (-1.636, 0.819, 2.759)
C (-1.717, -0.166, 1.766)
P (-2.326, 0.200, 0.095)
C (-1.687, 1.828, -0.392)
C (-2.394, 2.624, -1.314)
C (-1.911, 3.843, -1.759)
C (-0.689, 4.309, -1.306)
C (0.053, 3.539, -0.426)
C (-0.429, 2.299, 0.015)
C (-4.097, 0.440, 0.366)
C (-4.642, 1.600, 0.917)
C (-6.015, 1.726, 1.082)
C (-6.863, 0.691, 0.704)
C (-6.334, -0.472, 0.160)
C (-4.960, -0.595, -0.008)
C (-0.422, -3.283, 0.817)
C (-0.203, -4.416, 1.597)
C (0.867, -5.258, 1.335)
C (1.707, -4.975, 0.270)
C (1.444, -3.886, -0.555)
C (0.348, -3.041, -0.342)
P (-0.049, -1.690, -1.531)
C (1.164, -1.902, -2.893)
C (2.223, -0.997, -2.980)
C (3.182, -1.115, -3.982)
C (3.093, -2.139, -4.915)
C (2.042, -3.046, -4.846)
C (1.086, -2.926, -3.844)
C (-1.556, -2.316, -2.447)
C (-2.127, -1.482, -3.424)
C (-3.263, -1.863, -4.123)
C (-3.859, -3.093, -3.866)
C (-3.306, -3.933, -2.912)
C (-2.163, -3.549, -2.210)
H (-0.576, -2.781, 3.645)
H (-0.407, -1.015, 5.322)
H (-1.106, 1.298, 4.779)
H (-1.946, 1.837, 2.550)
H (-3.348, 2.283, -1.707)
H (-2.489, 4.426, -2.465)
H (-0.308, 5.263, -1.653)
H (1.013, 3.892, -0.089)
H (0.217, 1.683, 0.702)
H (-4.003, 2.423, 1.217)
H (-6.424, 2.635, 1.506)
H (-7.934, 0.791, 0.833)
H (-6.987, -1.284, -0.136)
H (-4.564, -1.511, -0.439)
H (-0.875, -4.645, 2.415)
H (1.046, -6.125, 1.958)
H (2.556, -5.613, 0.061)
H (2.120, -3.725, -1.386)
H (2.310, -0.188, -2.261)
H (3.998, -0.403, -4.034)
H (3.839, -2.231, -5.696)
H (1.965, -3.848, -5.571)
H (0.281, -3.653, -3.809)
H (-1.686, -0.512, -3.637)
H (-3.687, -1.196, -4.865)
H (-4.749, -3.392, -4.407)
H (-3.763, -4.894, -2.706)
H (-1.763, -4.238, -1.475)
O (-1.605, -0.927, -0.886)
N (3.205, 0.429, 5.300)
C (3.021, 0.741, 4.206)
C (2.796, 1.128, 2.851)
C (3.634, 2.065, 2.199)
C (3.365, 2.399, 0.874)
C (2.289, 1.813, 0.243)
N (1.446, 0.897, 0.858)
C (1.744, 0.585, 2.150)
H (4.474, 2.515, 2.714)
H (3.988, 3.107, 0.343)
H (2.055, 2.042, -0.784)
H (1.080, -0.137, 2.606)


3.
Entry from OMol25: a structure of composition C42H33Cl3MoN6O7S2 (the ωB97M-V functional and the def2-TZVPD basis).

The calculation puts the total energy at -128458.44766 eV. Its orbital gap (alpha / beta) is 6.479 / 6.358 eV. The value obtained for the LUMO energy (alpha / beta) is -0.844 / -0.784 eV. Its energy above the lowest of the compared OMol25 structures with the same formula, charge and spin is 0.000 eV. The spin multiplicity is 1.

Positions of all 94 atoms, in Å:
Mo (0.891, 0.636, -0.554)
Cl (0.327, -0.488, -7.758)
C (0.756, -0.077, -6.118)
C (2.024, -0.424, -5.630)
C (2.393, -0.114, -4.344)
C (1.479, 0.532, -3.498)
O (1.820, 0.859, -2.277)
C (0.218, 0.874, -3.991)
C (-0.685, 1.627, -3.167)
N (-0.582, 1.820, -1.901)
C (-1.577, 2.639, -1.272)
C (-2.804, 2.927, -1.797)
C (-3.736, 3.734, -1.105)
C (-3.445, 4.238, 0.125)
C (-2.197, 3.932, 0.721)
C (-1.839, 4.377, 2.018)
C (-0.637, 4.030, 2.547)
C (0.224, 3.217, 1.774)
N (-0.072, 2.796, 0.579)
C (-1.269, 3.139, 0.026)
C (-0.137, 0.578, -5.316)
H (2.712, -0.948, -6.281)
H (3.355, -0.402, -3.943)
H (-1.506, 2.097, -3.707)
H (-3.113, 2.509, -2.745)
H (-4.696, 3.934, -1.563)
H (-4.159, 4.848, 0.664)
H (-2.543, 4.979, 2.580)
H (-0.343, 4.334, 3.541)
H (1.179, 2.892, 2.177)
H (-1.113, 0.858, -5.696)
Cl (-1.160, -4.591, 0.877)
C (-1.692, -4.343, -0.763)
C (-1.310, -5.247, -1.735)
C (-1.760, -5.079, -3.035)
C (-2.566, -3.998, -3.350)
C (-2.904, -3.082, -2.369)
Cl (-3.811, -1.671, -2.824)
C (-2.487, -3.228, -1.048)
N (-2.762, -2.271, -0.080)
C (-4.053, -1.925, 0.355)
C (-5.121, -2.813, 0.261)
C (-6.381, -2.454, 0.710)
C (-6.585, -1.202, 1.279)
C (-5.520, -0.317, 1.351)
C (-4.257, -0.650, 0.872)
C (-3.215, 0.426, 0.735)
C (-1.784, 0.075, 1.100)
O (-1.493, -0.362, 2.191)
O (-0.934, 0.347, 0.132)
H (-0.672, -6.077, -1.465)
H (-1.471, -5.781, -3.805)
H (-2.910, -3.834, -4.362)
H (-2.017, -2.113, 0.582)
H (-4.951, -3.798, -0.161)
H (-7.197, -3.161, 0.630)
H (-7.559, -0.915, 1.651)
H (-5.674, 0.676, 1.761)
H (-3.493, 1.261, 1.385)
H (-3.229, 0.791, -0.292)
N (2.362, 2.051, -0.120)
C (3.301, 2.616, 0.212)
C (4.510, 3.280, 0.633)
C (5.645, 2.521, 0.895)
C (6.804, 3.164, 1.297)
C (6.820, 4.545, 1.439)
C (5.681, 5.296, 1.175)
C (4.519, 4.665, 0.766)
H (5.612, 1.446, 0.772)
H (7.695, 2.585, 1.499)
H (7.729, 5.042, 1.752)
H (5.700, 6.372, 1.283)
H (3.623, 5.232, 0.547)
O (2.776, -0.528, -0.432)
S (2.435, -1.962, -0.848)
O (3.247, -2.378, -1.963)
O (2.473, -2.831, 0.317)
S (0.489, -1.648, -1.442)
N (1.223, -0.093, 1.485)
C (1.637, -0.773, 2.315)
N (2.081, -1.579, 3.239)
C (3.480, -2.024, 3.197)
C (3.516, -3.521, 3.411)
O (2.815, -3.872, 4.597)
C (1.438, -3.567, 4.456)
C (1.226, -2.072, 4.319)
H (4.047, -1.507, 3.978)
H (3.882, -1.780, 2.215)
H (4.545, -3.854, 3.539)
H (3.075, -4.020, 2.542)
H (0.933, -3.933, 5.349)
H (1.037, -4.082, 3.578)
H (1.497, -1.569, 5.252)
H (0.189, -1.840, 4.078)


4.
Entry from OMol25: a structure of composition C42H33ClN3O5P2Se2V (the ωB97M-V functional and the def2-TZVPD basis).

The calculation puts the total energy at -246282.57682 eV. Its orbital gap (alpha / beta) is 6.404 / 5.857 eV. The value obtained for the LUMO energy (alpha / beta) is 2.044 / 2.044 eV. The spin multiplicity is 2. As for the total charge: -1.

Positions of all 89 atoms, in Å:
V (1.715, 1.065, -0.245)
O (2.378, 4.044, 0.715)
C (1.243, 4.675, 0.149)
C (0.417, 3.688, -0.714)
O (-0.714, 3.956, -1.048)
O (1.088, 2.640, -1.104)
C (1.631, 5.821, -0.787)
C (2.962, 6.119, -1.034)
C (3.307, 7.156, -1.894)
C (2.321, 7.909, -2.507)
C (0.985, 7.618, -2.256)
C (0.642, 6.584, -1.404)
C (0.435, 5.176, 1.340)
C (-0.520, 4.364, 1.943)
C (-1.183, 4.794, 3.082)
C (-0.899, 6.035, 3.634)
C (0.058, 6.844, 3.043)
C (0.721, 6.414, 1.902)
H (2.817, 3.518, 0.026)
H (3.740, 5.548, -0.550)
H (4.352, 7.369, -2.078)
H (2.586, 8.717, -3.177)
H (0.203, 8.199, -2.728)
H (-0.397, 6.348, -1.219)
H (-0.758, 3.395, 1.522)
H (-1.928, 4.153, 3.532)
H (-1.425, 6.370, 4.519)
H (0.290, 7.813, 3.467)
H (1.468, 7.048, 1.442)
Se (-5.264, -1.256, 0.667)
P (-3.341, -2.095, 0.567)
C (-3.225, -3.279, -0.800)
C (-3.983, -4.452, -0.798)
C (-3.913, -5.325, -1.868)
C (-3.121, -5.022, -2.971)
C (-2.425, -3.826, -3.011)
C (-2.486, -2.957, -1.929)
C (-2.892, -2.895, 2.143)
C (-3.018, -4.251, 2.410)
C (-2.800, -4.735, 3.693)
C (-2.436, -3.873, 4.713)
C (-2.285, -2.518, 4.446)
C (-2.519, -2.029, 3.174)
C (-1.966, -0.940, 0.355)
C (-0.621, -1.004, -0.002)
N (-0.130, 0.243, 0.181)
N (-1.107, 1.022, 0.611)
N (-2.214, 0.341, 0.715)
P (0.660, -2.213, -0.381)
Se (2.535, -1.448, 0.335)
C (0.287, -3.826, 0.360)
C (0.792, -4.070, 1.636)
C (0.656, -5.321, 2.210)
C (0.014, -6.338, 1.519)
C (-0.524, -6.094, 0.265)
C (-0.393, -4.839, -0.313)
C (0.705, -2.402, -2.185)
C (0.284, -1.327, -2.966)
C (0.399, -1.376, -4.345)
C (0.947, -2.496, -4.956)
C (1.395, -3.556, -4.182)
C (1.283, -3.508, -2.801)
H (-4.655, -4.662, 0.022)
H (-4.494, -6.238, -1.855)
H (-3.071, -5.707, -3.807)
H (-1.828, -3.560, -3.873)
H (-1.962, -2.013, -1.975)
H (-3.272, -4.946, 1.627)
H (-2.903, -5.794, 3.889)
H (-2.262, -4.254, 5.711)
H (-1.993, -1.837, 5.234)
H (-2.425, -0.969, 2.978)
H (1.331, -3.289, 2.157)
H (1.056, -5.502, 3.198)
H (-0.080, -7.320, 1.966)
H (-1.045, -6.876, -0.272)
H (-0.820, -4.662, -1.289)
H (-0.137, -0.442, -2.496)
H (0.067, -0.536, -4.938)
H (1.038, -2.534, -6.033)
H (1.845, -4.422, -4.651)
H (1.666, -4.329, -2.209)
Cl (5.692, 3.373, -1.142)
C (5.753, 2.439, 0.382)
C (4.717, 1.330, 0.518)
O (4.990, 0.395, 1.257)
O (3.625, 1.484, -0.122)
H (5.591, 3.148, 1.195)
H (6.746, 2.008, 0.466)


5.
Entry from OMol25: a structure of composition C42H33HgN12OS2 (the ωB97M-V functional and the def2-TZVPD basis).

The calculation puts the total energy at -89863.48637 eV. Its orbital gap (alpha / beta) is 4.968 / 7.002 eV. The value obtained for the LUMO energy (alpha / beta) is 0.031 / 0.031 eV. Its energy above the lowest of the compared OMol25 structures with the same formula, charge and spin is 0.120 eV. The spin multiplicity is 2.

Positions of all 91 atoms, in Å:
Hg (-0.333, -0.590, 0.954)
N (1.559, -1.157, 4.975)
C (0.653, -0.905, 5.994)
C (1.102, -0.491, 7.242)
C (0.205, -0.305, 8.279)
C (-1.149, -0.511, 8.073)
C (-1.612, -0.877, 6.817)
C (-0.717, -1.079, 5.783)
S (-1.252, -1.606, 4.172)
N (0.015, -1.116, 3.180)
C (1.255, -1.024, 3.625)
C (2.315, -0.756, 2.710)
C (3.673, -0.620, 3.092)
C (4.641, -0.457, 2.139)
C (4.273, -0.424, 0.785)
C (2.929, -0.495, 0.485)
N (1.974, -0.639, 1.388)
H (2.522, -1.010, 5.236)
H (2.160, -0.327, 7.395)
H (0.568, 0.011, 9.245)
H (-1.846, -0.384, 8.887)
H (-2.666, -1.022, 6.639)
H (3.965, -0.639, 4.132)
H (5.678, -0.354, 2.422)
H (5.012, -0.334, 0.006)
H (2.593, -0.434, -0.544)
C (-0.404, 2.033, 3.331)
C (-0.125, 2.640, 1.994)
C (0.019, 4.028, 1.860)
C (0.344, 4.562, 0.640)
C (0.496, 3.717, -0.479)
C (0.846, 4.214, -1.746)
C (0.944, 3.356, -2.811)
C (0.660, 2.005, -2.651)
C (0.292, 1.475, -1.425)
S (-0.155, -0.211, -1.406)
C (0.255, 2.326, -0.282)
N (-0.013, 1.831, 0.952)
H (-0.758, 2.771, 4.045)
H (0.511, 1.583, 3.719)
H (-1.144, 1.240, 3.236)
H (-0.109, 4.662, 2.723)
H (0.497, 5.625, 0.520)
H (1.027, 5.272, -1.859)
H (1.232, 3.722, -3.782)
H (0.701, 1.343, -3.500)
C (-4.396, 2.814, -1.746)
N (-4.075, 1.805, -0.769)
C (-2.899, 1.618, -0.160)
N (-2.920, 0.499, 0.537)
C (-4.169, 0.026, 0.315)
N (-4.888, 0.790, -0.469)
C (-3.469, 2.690, -2.936)
C (-2.910, 3.807, -3.547)
C (-1.988, 3.655, -4.568)
C (-1.581, 2.396, -4.971)
C (-2.164, 1.276, -4.391)
C (-3.125, 1.430, -3.393)
C (-1.760, -0.089, -4.652)
N (-2.547, -1.117, -4.522)
N (-1.781, -2.209, -4.560)
C (-0.550, -1.815, -4.719)
O (-0.472, -0.468, -4.833)
C (0.605, -2.664, -4.520)
C (1.873, -2.415, -5.035)
C (2.925, -3.236, -4.666)
C (2.750, -4.229, -3.713)
C (1.492, -4.459, -3.169)
C (1.270, -5.371, -1.987)
N (1.020, -4.556, -0.818)
C (0.031, -3.686, -0.570)
N (0.255, -3.074, 0.577)
C (1.420, -3.615, 1.004)
N (1.904, -4.509, 0.182)
C (0.418, -3.719, -3.630)
H (-4.297, 3.809, -1.296)
H (-5.437, 2.657, -2.043)
H (-2.084, 2.305, -0.250)
H (-4.547, -0.879, 0.743)
H (-3.196, 4.796, -3.219)
H (-1.557, 4.531, -5.026)
H (-0.821, 2.287, -5.729)
H (-3.560, 0.541, -2.961)
H (2.027, -1.596, -5.722)
H (3.905, -3.079, -5.091)
H (3.595, -4.819, -3.388)
H (2.156, -5.967, -1.760)
H (0.415, -6.031, -2.162)
H (-0.816, -3.511, -1.200)
H (1.900, -3.351, 1.924)
H (-0.582, -3.913, -3.280)